Entry 1:
DFT (ωB97M-V with the def2-TZVPD basis set) results for a 14-piece molecular cluster, C41H67F3IN14O3 overall in a non-equilibrium geometry.

Last column: Mulliken charge in e.
Cartesian coordinates (Å):
C1 5.784 2.136 2.005  -1.111
C2 4.598 0.957 2.046  0.870
C3 3.600 1.042 0.738  -1.782
I1 4.870 1.489 -0.986  0.062
C4 2.583 -0.227 0.560  1.667
C5 1.170 0.103 -0.204  -0.979
C6 1.209 1.348 -1.263  -0.178
O1 1.803 0.992 -2.594  -0.502
C7 -0.359 1.804 -1.627  0.607
F1 -0.200 3.107 -2.375  -0.246
F2 -1.168 2.126 -0.429  -0.262
F3 -0.950 0.791 -2.532  -0.197
C8 2.140 -0.685 2.108  -1.219
O2 2.985 -1.754 2.662  -0.290
C9 2.667 -3.038 2.021  0.030
C10 3.654 -4.283 2.433  -1.081
C11 5.184 -3.894 1.986  0.236
C12 5.716 -4.927 0.794  -0.123
C13 6.199 -4.048 -0.530  -0.551
C14 7.089 -5.687 1.367  -1.098
C15 2.592 -2.777 0.405  -0.471
N1 3.205 -1.467 -0.060  0.982
O3 3.106 -1.492 -1.428  -0.445
H1 6.029 2.394 3.144  0.362
H2 6.744 1.715 1.484  0.337
H3 5.389 3.151 1.541  0.307
H4 5.075 -0.126 2.168  -0.044
H5 3.972 1.208 3.031  -0.313
H6 2.911 2.000 0.922  0.595
H7 0.682 -0.869 -0.694  0.150
H8 0.400 0.417 0.653  0.452
H9 1.729 2.323 -0.881  0.382
H10 2.437 1.728 -2.858  0.336
H11 1.038 -1.140 2.039  0.474
H12 2.020 0.257 2.829  0.303
H13 1.574 -3.334 2.374  0.322
H14 3.233 -5.244 1.863  0.358
H15 3.519 -4.469 3.593  0.371
H16 5.894 -4.013 2.935  0.516
H17 5.301 -2.761 1.644  -0.444
H18 4.922 -5.731 0.485  0.382
H19 6.698 -4.714 -1.363  0.277
H20 6.903 -3.175 -0.157  0.188
H21 5.240 -3.532 -0.994  -0.162
H22 6.800 -6.580 2.072  0.335
H23 7.673 -4.876 1.993  0.319
H24 7.747 -6.104 0.467  0.212
H25 3.209 -3.648 -0.120  0.360
H26 1.479 -2.879 0.034  0.270
H27 4.225 -1.446 0.162  -0.083
H28 3.780 -2.128 -1.813  0.409
C16 -3.104 4.467 -0.856  -0.382
C17 -4.269 5.153 -0.272  0.169
N2 -5.189 5.695 0.189  -0.415
H29 -3.398 3.780 -1.656  0.196
H30 -2.390 5.177 -1.285  0.286
H31 -2.564 3.878 -0.107  0.183
C18 -6.646 3.304 -2.206  -0.089
C19 -7.460 2.096 -1.992  0.292
N3 -8.103 1.141 -1.823  -0.466
H32 -7.092 3.965 -2.957  -0.016
H33 -6.538 3.887 -1.286  0.121
H34 -5.637 3.056 -2.553  0.130
C20 2.674 0.414 6.363  -0.927
C21 3.556 1.290 5.573  0.623
N4 4.253 1.983 4.949  -0.529
H35 1.619 0.580 6.122  0.332
H36 2.886 -0.644 6.179  0.257
H37 2.792 0.585 7.438  0.276
C22 -7.019 -0.864 1.015  -0.668
C23 -6.171 -2.028 1.322  0.364
N5 -5.501 -2.948 1.564  -0.441
H38 -8.012 -0.957 1.467  0.274
H39 -6.579 0.067 1.390  0.256
H40 -7.164 -0.742 -0.063  0.195
C24 8.157 -1.137 -2.763  -0.757
C25 7.678 -1.221 -1.373  0.600
N6 7.299 -1.288 -0.275  -0.543
H41 8.714 -2.034 -3.054  0.122
H42 7.328 -1.026 -3.470  0.280
H43 8.824 -0.280 -2.910  0.356
C26 -8.633 7.205 -2.826  -0.599
C27 -8.365 6.410 -4.036  0.379
N7 -8.154 5.781 -4.992  -0.447
H44 -7.911 6.989 -2.032  0.209
H45 -8.579 8.280 -3.028  0.308
H46 -9.630 7.002 -2.421  0.166
C28 4.940 -0.412 9.845  -0.844
C29 5.208 -1.208 8.635  0.374
N8 5.419 -1.836 7.679  -0.386
H47 5.663 -0.629 10.639  0.323
H48 4.994 0.663 9.642  0.273
H49 3.944 -0.615 10.250  0.277
C30 -6.968 -6.188 1.876  -0.574
C31 -6.467 -7.569 1.784  0.279
N9 -6.071 -8.660 1.711  -0.360
H50 -6.150 -5.459 1.873  0.156
H51 -7.626 -5.939 1.036  0.253
H52 -7.542 -6.026 2.795  0.260
C32 -11.049 2.718 -3.662  -0.604
C33 -11.619 3.978 -3.157  0.416
N10 -12.069 4.974 -2.757  -0.455
H53 -11.189 2.616 -4.743  0.300
H54 -9.974 2.653 -3.467  0.032
H55 -11.516 1.846 -3.192  0.299
C34 0.496 5.185 -4.689  -0.271
C35 1.663 5.651 -5.457  0.206
N11 2.585 6.019 -6.064  -0.351
H56 -0.302 4.822 -5.346  0.292
H57 0.759 4.363 -4.014  -0.117
H58 0.071 5.985 -4.074  0.253
C36 -1.229 -1.522 -4.607  -0.300
C37 -0.807 -2.800 -5.206  0.188
N12 -0.473 -3.809 -5.679  -0.355
H59 -0.528 -1.185 -3.837  -0.120
H60 -1.294 -0.726 -5.357  0.288
H61 -2.214 -1.603 -4.135  0.299
C38 9.540 -6.023 -3.007  -0.634
C39 9.673 -4.730 -3.699  0.424
N13 9.778 -3.708 -4.245  -0.466
H62 8.609 -6.082 -2.435  0.114
H63 9.540 -6.861 -3.713  0.297
H64 10.363 -6.192 -2.304  0.270
C40 -12.166 5.236 0.561  -0.591
C41 -12.645 5.152 1.951  0.193
N14 -13.023 5.085 3.049  -0.351
H65 -11.609 4.339 0.270  0.214
H66 -12.994 5.347 -0.146  0.285
H67 -11.499 6.092 0.414  0.235

Output
**Orbital gap**: 9.82 eV
**F_max**: 5.1 eV/A
**LUMO energy**: -2.589 eV
**Highest occupied orbital energy**: -12.404 eV
**Net charge**: +1

***

Entry 2:
DFT (ωB97M-V with the def2-TZVPD basis set) results for C32H47N5PtSi2 as an isolated structure in a non-equilibrium geometry.

Last column: Löwdin spin population.
Cartesian coordinates (Å):
Pt1 -0.003 -0.930 -0.419  0.825
C1 -3.965 4.880 -3.861  0.000
C2 -2.999 4.031 -3.072  0.000
C3 -1.685 4.420 -2.820  0.000
C4 -0.811 3.611 -2.126  0.001
C5 -1.152 2.333 -1.573  0.003
N1 -0.236 1.591 -0.924  0.025
C6 0.816 2.306 -0.395  0.005
C7 0.552 3.331 0.544  0.000
C8 1.524 4.127 1.105  0.000
C9 2.863 3.945 0.769  0.000
C10 3.963 4.744 1.418  0.000
C11 3.151 2.929 -0.123  0.000
C12 2.178 2.114 -0.694  0.002
N2 2.659 1.096 -1.598  0.002
C13 3.918 0.972 -2.098  0.003
C14 3.951 -0.181 -2.834  0.001
C15 2.640 -0.703 -2.726  0.012
N3 1.880 0.072 -1.987  0.026
C16 -2.504 1.961 -1.857  0.000
C17 -3.355 2.781 -2.582  0.000
N4 -3.101 0.743 -1.387  0.001
C18 -4.365 0.610 -0.915  0.002
C19 -4.594 -0.731 -0.750  0.001
C20 -3.382 -1.342 -1.150  0.009
N5 -2.497 -0.445 -1.540  0.018
H1 -3.568 5.889 -3.995  0.000
H2 -4.933 4.974 -3.360  0.000
H3 -4.162 4.475 -4.860  0.000
H4 -1.328 5.376 -3.198  0.000
H5 0.207 3.951 -1.982  0.000
H6 -0.490 3.473 0.811  0.000
H7 1.243 4.889 1.827  0.000
H8 3.619 5.749 1.676  0.000
H9 4.826 4.845 0.755  0.000
H10 4.316 4.272 2.340  0.000
H11 4.193 2.735 -0.340  0.000
H12 4.689 1.696 -1.907  0.001
H13 4.796 -0.588 -3.363  0.000
H14 2.209 -1.611 -3.121  0.007
H15 -4.355 2.402 -2.782  0.000
H16 -4.964 1.475 -0.680  0.000
H17 -5.474 -1.198 -0.339  0.000
H18 -3.087 -2.381 -1.137  0.006
C21 -2.016 -2.673 1.974  0.002
Si1 -1.344 -1.002 2.520  0.009
C22 -1.498 -1.128 4.419  0.002
C23 -2.590 0.343 2.113  0.001
C24 0.248 -0.521 1.836  0.074
Si2 1.838 -1.019 2.512  0.014
C25 2.488 -2.678 1.938  0.001
C26 1.961 -1.124 4.412  0.004
C27 3.216 0.194 2.091  0.001
H19 -3.113 -2.688 2.003  0.000
H20 -1.649 -3.485 2.618  0.000
H21 -1.677 -2.849 0.950  0.004
H22 -2.537 -1.381 4.674  0.000
H23 -1.242 -0.182 4.911  0.000
H24 -0.856 -1.906 4.839  0.000
H25 -3.618 -0.035 2.138  0.000
H26 -2.396 0.744 1.115  0.000
H27 -2.505 1.165 2.836  0.000
H28 0.239 0.581 1.797  0.011
H29 1.987 -3.527 2.417  0.000
H30 3.567 -2.767 2.116  0.000
H31 2.289 -2.732 0.864  0.000
H32 1.327 -1.911 4.828  0.000
H33 1.664 -0.178 4.882  0.000
H34 2.999 -1.341 4.696  0.001
H35 3.535 0.069 1.049  0.000
H36 4.077 -0.003 2.743  0.000
H37 2.906 1.235 2.224  0.000
C28 0.748 -4.751 -2.508  0.035
C29 -0.017 -4.221 -1.280  0.095
C30 -1.410 -4.878 -1.286  0.039
C31 0.722 -4.684 -0.028  0.007
C32 -0.166 -2.713 -1.364  0.653
H38 0.823 -5.849 -2.503  0.007
H39 1.762 -4.339 -2.524  0.004
H40 0.242 -4.443 -3.429  0.002
H41 -1.337 -5.976 -1.301  0.008
H42 -1.977 -4.559 -2.168  0.002
H43 -1.972 -4.586 -0.395  0.002
H44 0.707 -5.781 0.050  0.000
H45 0.265 -4.260 0.869  0.000
H46 1.763 -4.358 -0.047  0.001
H47 -0.631 -2.491 -2.349  0.066

Output
**Orbital gap (spin up / spin down)**: 4.02 / 4.91 eV
**Energy relative to the best compared isomer or geometry (same formula, charge and spin)**: 79.2 kJ/mol
**Expectation value of S²**: 2.01
**F_max**: 1.1 eV/A
**LUMO energy (spin up / spin down)**: 4.594 / 4.590 eV
**Highest occupied orbital energy (spin up / spin down)**: 0.578 / -0.322 eV
**Net charge**: -2
**Multiplicity**: 3

***

Number 1: total energy -3191.3381 Ha. Number 2: total energy -2219.5446 Ha.